Computed, not measured: BrCr as an isolated structure at a distorted geometry, with ωB97M-V/def2-TZVPD.

Summary:
- lowest unoccupied orbital energy (spin up / spin down) (eV) = -7.77 / -6.77
- HOMO (spin up / spin down) (eV) = -15.49 / -17.45
- HOMO-LUMO gap (spin up / spin down) (eV) = 7.72 / 10.68

The geometry in ORCA input format:
```
! RIJCOSX wB97M-V def2-TZVPD def2/J DEFGRID3
* xyz 1 5
Cr -8.462 18.455 -17.623
Br -9.836 17.130 -17.547
*
```

---

Computed, not measured: the molecule C4H5OPS at a distorted geometry, with ωB97M-V/def2-TZVPD.

Summary:
- lowest unoccupied orbital energy (eV) = -0.75
- HOMO (eV) = -8.54
- SMILES = OP1(=S)C=CC=C1
- HOMO-LUMO gap (eV) = 7.79

The geometry in ORCA input format:
```
! RIJCOSX wB97M-V def2-TZVPD def2/J DEFGRID3
* xyz 0 1
C 0.515 1.348 0.729
C 0.579 1.306 -0.724
C -0.016 0.265 1.311
C 0.170 0.158 -1.280
O 0.334 -2.210 0.184
P -0.546 -0.882 0.011
S -2.588 -1.392 -0.374
H 0.897 2.200 1.269
H 0.957 2.148 -1.281
H -0.166 0.106 2.362
H 0.081 -0.047 -2.330
H -0.217 -3.000 0.123
*
```

---

Computed, not measured: C5H8FNaO3 as an isolated structure at a distorted geometry, with ωB97M-V/def2-TZVPD.

Summary:
- lowest unoccupied orbital energy (spin up / spin down) (eV) = -4.47 / -4.47
- HOMO (spin up / spin down) (eV) = -11.26 / -13.53
- HOMO-LUMO gap (spin up / spin down) (eV) = 6.78 / 9.05

The geometry in ORCA input format:
```
! RIJCOSX wB97M-V def2-TZVPD def2/J DEFGRID3
* xyz 1 2
C 2.842 -3.013 1.973
C 2.306 -4.274 2.566
H 2.844 -2.165 2.666
H 3.867 -3.114 1.603
H 2.449 -5.135 1.900
H 2.762 -4.493 3.543
F 0.920 -4.156 2.798
O 2.168 -1.975 -1.834
C 1.204 -1.875 -2.728
C 1.736 -1.446 -0.597
O 1.334 -2.211 -3.888
O 0.100 -1.381 -2.219
C 0.261 -1.166 -0.803
Na 0.279 -2.256 -6.196
H 2.235 -2.262 0.653
H -0.029 -0.134 -0.574
H -0.400 -1.860 -0.269
H 2.379 -0.618 -0.290
*
```